Molecular formula: C28H37ClN4OPTi
Method: DFT, the ωB97M-V functional and the def2-TZVPD basis

Summary:
total charge	+3
E	-82544.999	eV
F_max	2.1	eV Å⁻¹
frontier orbital gap (spin up / spin down)	0.22782 / 0.22825	hartree
E_HOMO (spin up / spin down)	-17.8 / -17.8	eV

XYZ file:
```
73
Properties=species:S:1:pos:R:3:forces:R:3
N 10.3217 10.6593 10.9023 0.4 -0.4 1.3
H 14.6372 6.1132 12.0117 0.1 -0.2 0.0
H 17.8605 7.5631 11.2581 0.0 -0.4 0.3
Cl 11.1390 8.4385 14.6299 0.4 0.5 -1.6
Ti 12.1007 9.5370 11.2297 -0.3 -0.8 1.0
H 15.5033 5.7098 13.5474 -0.1 0.2 -0.6
C 11.7928 8.6015 8.3904 -0.4 1.0 -0.8
H 17.5374 11.1507 11.8192 0.1 0.1 -0.1
C 8.8338 12.5424 10.7691 -0.1 -0.5 0.5
C 16.5170 8.1070 14.1915 -0.2 0.5 -0.4
C 12.7148 10.6723 6.8825 -0.2 0.3 -1.0
C 15.7428 7.9115 9.4831 -0.3 0.3 0.4
C 10.9606 6.6690 11.4395 0.0 -0.9 0.1
H 16.4198 6.1938 12.1001 -0.3 0.0 0.1
N 10.7602 7.9405 11.1383 0.3 1.0 0.7
C 11.4827 8.6339 7.0486 -0.5 -0.7 -0.5
P 15.0149 9.1448 11.8991 2.0 0.4 0.3
H 6.2607 7.3349 10.7450 0.1 0.2 0.1
H 17.2246 12.0549 13.2923 -0.1 -0.6 -0.1
H 13.8969 11.8338 11.8051 -0.6 0.1 -0.1
H 15.0322 12.9119 12.6515 -0.1 -0.3 0.0
H 17.4824 8.2628 13.7178 0.1 -0.3 0.0
H 16.5885 7.2812 14.8992 0.0 -0.1 -0.2
C 11.9328 9.6749 6.2504 0.6 0.2 1.6
H 14.4634 7.8330 13.8048 0.1 -0.1 -0.2
H 16.3018 9.9300 10.0681 0.0 -1.0 0.5
N 12.4319 9.6024 8.9738 1.2 0.7 1.6
C 9.9288 5.7192 11.4655 0.3 -0.3 0.1
C 8.6572 6.1083 11.1023 0.9 0.5 0.6
C 12.9486 10.6382 8.2325 -0.3 -0.7 0.3
C 9.4641 8.3956 11.0386 0.0 0.1 -0.1
C 10.0910 11.9732 10.9255 0.2 -0.3 -1.0
H 11.9672 6.3219 11.6256 0.2 0.2 0.0
C 7.0836 8.0379 10.8544 -0.9 0.4 -0.5
H 15.4622 12.2713 11.0753 -0.3 -0.3 0.4
H 16.1034 6.8894 9.6598 -0.4 0.2 0.0
H 11.3278 7.7983 8.9260 0.2 -0.3 0.4
C 14.9456 12.0181 12.0229 0.7 -0.2 -0.3
C 15.3780 7.8067 13.1806 -0.9 0.0 0.9
C 11.9844 9.5090 13.4108 -0.4 -0.5 0.4
C 17.7683 8.5661 10.8747 -0.2 0.0 0.4
H 9.9780 6.4179 5.0182 -0.2 0.0 0.3
C 6.8560 9.3822 10.7376 -0.4 -0.9 0.1
H 10.8179 7.8213 4.6224 0.1 0.0 0.4
H 7.9319 5.3304 10.9601 -0.6 0.1 0.1
H 10.9496 12.6178 10.9536 0.4 0.2 0.1
C 17.1079 11.0639 12.8123 -0.3 0.1 -0.1
C 15.5823 10.7833 12.6916 -0.3 -0.1 0.9
C 7.9207 10.3097 10.8622 0.6 0.3 -0.3
H 18.3054 8.5498 9.9245 0.1 0.3 0.1
H 16.3056 8.9929 14.7858 0.0 0.1 0.0
H 16.0986 8.2294 8.5135 0.1 -0.1 -0.4
H 17.6960 10.3248 13.3652 -0.4 0.3 0.0
H 11.7276 9.7492 5.2077 -0.2 0.1 -0.6
C 7.7200 11.7213 10.7682 0.4 -0.1 0.4
H 5.8594 9.7293 10.4664 0.2 0.0 0.4
H 13.1083 11.5052 6.2913 -0.1 -0.3 0.2
H 8.8309 13.6153 10.7152 -0.5 0.2 0.0
H 18.2534 9.2446 11.5868 -0.2 -0.2 -0.5
H 6.7108 12.1478 10.7958 0.4 -0.3 -0.3
H 12.9431 9.6290 13.8814 0.7 0.2 -0.2
H 11.4601 10.4755 13.4920 0.0 0.1 -0.3
C 8.3821 7.5103 11.0129 0.5 -0.5 -0.2
O 10.1366 6.6880 7.5243 0.7 1.2 -0.6
C 10.6067 7.4412 6.6571 -0.2 -0.8 0.8
C 9.2470 9.8029 10.9621 -0.9 0.5 -0.6
C 16.3058 8.8942 10.5429 -1.1 1.2 -1.0
H 13.5530 11.4219 8.7292 -0.5 -0.7 -0.2
C 15.4856 6.3610 12.6528 0.2 0.4 0.1
N 10.4260 7.2550 5.3634 0.0 -0.1 -1.5
H 10.1762 4.6816 11.7744 -0.2 0.8 -0.6
H 14.6281 7.9654 9.4525 0.7 -0.3 0.0
H 15.1839 10.6863 13.7311 0.1 0.2 -0.6
```
Positions in Å, forces in eV/Å.

Mulliken atomic charge list, values in e, 8 entries:
1 N 0.48
2 H 0.21
3 H 0.28
4 Cl -0.10
5 Ti -0.02
6 H 0.49
7 C -0.14
8 H 0.43